# 1
Here is a single C5H7N molecule from the Open Molecules 2025 dataset. Energies are from ωB97M-V/def2-TZVPD.

Last column: Mulliken charge in e.
Cartesian coordinates (Å):
C1 2.434 -0.685 0.108  0.257
C2 1.552 0.125 -0.048  -0.565
C3 0.446 0.953 -0.480  -0.432
N1 -0.544 1.612 0.375  -0.628
C4 -0.933 0.392 -0.321  0.260
C5 -1.153 -0.882 0.478  -1.192
H1 3.200 -1.422 0.212  0.390
H2 0.680 1.541 -1.366  0.355
H3 -0.385 1.408 1.359  0.278
H4 -1.603 0.550 -1.165  0.368
H5 -1.137 -0.671 1.554  0.302
H6 -2.130 -1.320 0.253  0.322
H7 -0.381 -1.634 0.278  0.284

SMILES string: C#C[C@@H]1N[C@@H]1C
Relative energy (zero: lowest compared OMol25 entry of this formula, charge and spin) in eV: 3.002
LUMO in eV: 1.1
Orbital gap in eV: 10.37



# 2
Here is a molecular structure, C5H7N from the Open Molecules 2025 dataset. Energies are from ωB97M-V/def2-TZVPD.

Last column: Mulliken charge in e.
Cartesian coordinates (Å):
C1 -0.989 -0.030 -0.871  -0.914
C2 -1.273 -0.689 0.448  -0.348
C3 -0.206 -0.201 1.099  -0.471
C4 1.694 -0.256 0.579  -0.483
N1 1.551 0.165 -0.766  -0.493
C5 0.264 0.626 -0.242  0.514
H1 -1.709 0.752 -1.141  0.233
H2 -0.815 -0.661 -1.751  0.330
H3 -2.120 -1.278 0.784  0.380
H4 0.000 -0.133 2.162  0.392
H5 1.969 0.660 1.147  0.195
H6 1.379 -0.662 -1.334  0.304
H7 0.255 1.709 -0.115  0.360

Relative energy (zero: lowest compared OMol25 entry of this formula, charge and spin) in eV: 5.919
LUMO in eV: 0.7
Orbital gap in eV: 8.51



# 3
Here is a single C5H7N molecule from the Open Molecules 2025 dataset. Energies are from ωB97M-V/def2-TZVPD.

Last column: Mulliken charge in e.
Cartesian coordinates (Å):
C1 -2.398 0.433 -0.506  0.166
C2 -1.231 0.245 -0.295  -0.937
C3 0.153 -0.109 -0.056  1.237
C4 1.150 0.374 -1.084  -1.291
C5 0.459 -0.031 1.400  -0.850
N1 0.403 -1.384 0.560  -0.638
H1 -3.426 0.529 -0.710  0.457
H2 1.102 1.458 -1.178  0.296
H3 2.152 0.082 -0.780  0.394
H4 0.921 -0.078 -2.048  0.289
H5 -0.303 0.329 2.082  0.303
H6 1.459 0.044 1.809  0.287
H7 -0.442 -1.893 0.807  0.288

SMILES string: C#C[C@@]1(C)CN1
Relative energy (zero: lowest compared OMol25 entry of this formula, charge and spin) in eV: 3.173
LUMO in eV: 1.1
Orbital gap in eV: 10.67



# 4
Here is a single C5H7N molecule from the Open Molecules 2025 dataset. Energies are from ωB97M-V/def2-TZVPD.

Last column: Mulliken charge in e.
Cartesian coordinates (Å):
H1 0.568 1.414 1.897  0.296
N1 -0.448 1.363 1.827  -0.715
C1 -0.392 0.766 0.716  0.193
C2 -1.337 0.119 -0.277  -0.470
C3 -0.078 -0.362 -1.009  -0.233
C4 0.834 -1.143 -0.111  -0.536
C5 0.851 0.359 -0.063  -0.285
H2 -1.906 0.863 -0.844  0.272
H3 -2.017 -0.649 0.104  0.254
H4 0.044 -0.347 -2.079  0.364
H5 1.673 -1.626 -0.604  0.263
H6 0.457 -1.684 0.757  0.189
H7 1.752 0.926 -0.313  0.408

SMILES string: [H]/N=C1/C[C@@H]2C[C@H]12
Relative energy (zero: lowest compared OMol25 entry of this formula, charge and spin) in eV: 2.360
LUMO in eV: 1.1
Orbital gap in eV: 11.08



# 5
Here is a gas-phase ion, C5H7N2 (charge +1) from the Open Molecules 2025 dataset. Energies are from ωB97M-V/def2-TZVPD.

Last column: Mulliken charge in e.
Cartesian coordinates (Å):
C1 2.740 0.086 0.115  -0.434
C2 2.081 1.191 -0.022  -0.267
C3 1.964 -1.153 -0.142  0.088
C4 0.190 0.096 -0.014  0.384
C5 -2.266 -0.165 0.104  -0.840
N1 0.696 -1.123 -0.185  -0.419
N2 -1.030 0.526 0.013  -0.087
H1 3.873 0.135 0.217  0.354
H2 2.005 2.229 0.018  0.449
H3 2.312 -2.175 -0.206  0.474
H4 -1.972 -1.165 -0.135  0.354
H5 -2.806 -0.120 1.166  0.291
H6 -2.840 0.067 -0.752  0.364
H7 -1.288 1.482 0.165  0.289

Relative energy (zero: lowest compared OMol25 entry of this formula, charge and spin) in eV: 5.318
LUMO in eV: -5.8
Orbital gap in eV: 8.70
Net charge: +1



# 6
Here is a gas-phase ion, C5H7N2 (charge +1) from the Open Molecules 2025 dataset. Energies are from ωB97M-V/def2-TZVPD.

Last column: Mulliken charge in e.
Cartesian coordinates (Å):
C1 1.206 -1.297 -0.025  -1.240
C2 -0.120 -0.651 0.005  0.754
C3 -1.351 -1.307 0.029  -0.446
N1 -2.338 -0.359 0.021  -0.151
N2 -1.959 0.782 -0.044  -0.073
C4 -0.403 0.738 -0.034  0.639
C5 0.316 1.965 0.037  -1.073
H1 1.960 -0.744 0.535  0.347
H2 1.562 -1.395 -1.052  0.324
H3 1.133 -2.304 0.386  0.377
H4 -1.578 -2.356 0.067  0.471
H5 0.749 2.234 -0.940  0.344
H6 1.177 1.906 0.712  0.368
H7 -0.353 2.788 0.302  0.360

SMILES string: CC1=CN=[N+]=C1C
Relative energy (zero: lowest compared OMol25 entry of this formula, charge and spin) in eV: 5.608
LUMO (spin up / spin down) in eV: -8.5 / -8.4
Orbital gap (spin up / spin down) in eV: 6.84 / 6.91
Net charge: +1